# 1
{
  "formula": "C14H21NO2S",
  "method": "ωB97M-V/def2-TZVPD",
  "gap_ev": 9.439,
  "smiles": "CN(C1CCCCC1)S(=O)(=O)Cc1ccccc1",
  "total_energy_ha": -1149.38791,
  "e_above_lowest_kj_mol": 319.7,
  "max_force_ev_per_a": 4.96,
  "elements": ["O", "O", "C", "C", "C", "C", "C", "C", "N", "C", "C", "C", "C", "C", "C", "C", "C", "S", "H", "H", "H", "H", "H", "H", "H", "H", "H", "H", "H", "H", "H", "H", "H", "H", "H", "H", "H", "H", "H"],
  "positions_angstrom": [[1.51277, 0.68942, -1.61200], [3.61502, 0.72134, -0.32950], [-0.39918, -3.49130, -2.88165], [0.94593, -3.19728, -3.17275], [-1.01170, -3.12694, -1.71249], [1.70794, -2.48803, -2.25469], [-0.26362, -2.31727, -0.77990], [1.10936, -2.05095, -1.01325], [1.45464, 1.35128, 1.05513], [2.41899, 2.00664, 1.86458], [-2.84062, 1.70908, 1.19281], [-2.21657, 2.37448, -0.05860], [-2.22541, 0.36621, 1.48695], [-0.70176, 1.96552, -0.18588], [-0.70717, 0.53422, 1.82664], [-0.05482, 1.73637, 1.18130], [1.93839, -1.39913, 0.00850], [2.18473, 0.40741, -0.33808], [-1.05036, -4.03235, -3.56176], [1.45910, -3.51881, -4.01412], [-1.97763, -3.37250, -1.51221], [2.70721, -2.14326, -2.45823], [-0.85585, -2.14442, 0.12103], [1.92441, 2.24402, 2.84547], [3.29941, 1.42165, 1.98584], [2.71328, 3.05034, 1.37479], [-2.64683, 2.35743, 2.04327], [-3.98070, 1.58144, 1.04978], [-2.81086, 2.19714, -0.94043], [-2.26944, 3.47153, -0.00604], [-2.74675, -0.11550, 2.29980], [-2.42443, -0.23217, 0.58816], [-0.23711, 2.73733, -0.76736], [-0.71932, 1.06342, -0.70916], [-0.85640, 0.64610, 2.88424], [-0.24112, -0.39642, 1.55832], [-0.20831, 2.63625, 1.84010], [1.48061, -1.40768, 1.07876], [2.97418, -1.83462, 0.02265]],
  "mulliken_charge": [-0.652, -0.678, -0.210, -0.817, -1.022, -0.366, 0.176, 0.542, 0.138, -1.000, -0.678, -0.923, -0.739, -1.060, -0.155, 0.275, -1.207, 1.196, 0.328, 0.455, 0.531, 0.407, 0.299, 0.365, 0.326, 0.259, 0.297, 0.349, 0.414, 0.345, 0.567, 0.201, 0.478, 0.307, 0.370, -0.446, 0.383, 0.427, 0.515]
}

---

# 2
{
  "formula": "C14H21NO3S",
  "method": "ωB97M-V/def2-TZVPD",
  "gap_ev": 9.958,
  "smiles": "COc1ccc(C)cc1S(=O)(=O)NC1CCCCC1",
  "total_energy_ha": -1224.71401,
  "e_above_lowest_kj_mol": 103.1,
  "max_force_ev_per_a": 0.90,
  "elements": ["C", "H", "H", "H", "O", "C", "C", "C", "C", "C", "C", "H", "H", "C", "H", "H", "H", "H", "S", "O", "O", "N", "H", "C", "C", "C", "C", "C", "C", "H", "H", "H", "H", "H", "H", "H", "H", "H", "H", "H"],
  "positions_angstrom": [[2.22756, 1.74207, 1.32263], [2.85394, 2.58189, 1.00855], [2.21754, 1.67691, 2.40897], [2.61009, 0.81082, 0.89594], [0.87436, 1.93921, 0.93286], [0.69400, 2.18565, -0.41228], [0.27475, 1.16652, -1.25535], [0.01831, 1.40941, -2.58935], [0.17926, 2.68240, -3.12110], [0.61049, 3.69983, -2.27455], [0.86607, 3.46208, -0.93703], [1.18840, 4.26197, -0.28722], [0.74475, 4.69625, -2.67021], [-0.08755, 2.95877, -4.56811], [-0.73671, 3.82532, -4.67853], [-0.55682, 2.10271, -5.04371], [0.84592, 3.17423, -5.08702], [-0.30612, 0.57799, -3.19583], [0.14367, -0.50992, -0.63178], [-0.40213, -1.33701, -1.66564], [1.44213, -0.87370, -0.11760], [-0.98385, -0.25755, 0.55496], [-0.62367, 0.48328, 1.14262], [-1.72056, -1.24784, 1.33768], [-1.81146, -2.60871, 0.64617], [-0.51551, -3.41400, 0.71928], [-0.01313, -3.53275, 2.15405], [0.18917, -2.13838, 2.73624], [-1.14170, -1.39482, 2.75037], [-1.02147, -0.40265, 3.19423], [-1.86038, -1.94832, 3.36010], [0.90733, -1.59740, 2.11702], [0.58822, -2.20088, 3.75134], [0.92788, -4.08502, 2.16975], [-0.73901, -4.08283, 2.75998], [0.24877, -2.93083, 0.11295], [-0.69451, -4.40570, 0.29834], [-2.08468, -2.45652, -0.39762], [-2.61123, -3.17101, 1.13611], [-2.74210, -0.84147, 1.42280]],
  "mulliken_charge": [-0.762, 0.381, 0.258, 0.226, -0.547, 0.031, -0.244, -0.346, 0.652, -0.669, -0.360, 0.488, 0.418, -1.561, 0.375, 0.338, 0.331, 0.445, 1.354, -0.710, -0.668, -0.103, 0.387, 0.109, -1.281, -0.096, -0.918, -0.160, -1.029, 0.430, 0.420, 0.144, 0.346, 0.397, 0.328, 0.180, 0.377, 0.383, 0.476, 0.180]
}

---

# 3
{
  "formula": "C14H22CeClO5P",
  "method": "ωB97M-V/def2-TZVPD",
  "gap_ev": [6.538, 6.527],
  "total_charge": 2,
  "total_energy_ha": -2198.95483,
  "e_above_lowest_kj_mol": 15.9,
  "max_force_ev_per_a": 4.80,
  "elements": ["Cl", "C", "C", "C", "H", "C", "C", "H", "H", "H", "C", "Ce", "C", "O", "C", "O", "H", "H", "H", "C", "C", "O", "P", "O", "C", "C", "O", "C", "C", "H", "H", "H", "H", "H", "H", "H", "H", "H", "H", "H", "H", "H", "H", "H"],
  "positions_angstrom": [[-0.77104, 2.73488, -0.95829], [-0.92434, -1.95734, -1.24202], [0.45338, -2.04557, -0.86325], [1.20023, -1.13122, -1.68114], [0.85088, -2.70622, -0.09544], [0.28457, -0.47700, -2.58619], [-1.03479, -0.99290, -2.30211], [-1.93495, -0.72376, -2.86191], [-1.74224, -2.52136, -0.79347], [2.28642, -1.00434, -1.70078], [0.61836, 0.54388, -3.62904], [-0.33434, 0.30323, -0.31616], [1.99780, 0.87924, 0.71710], [2.94237, 1.51186, 0.96504], [-2.76530, 0.87502, 0.79471], [-3.64904, 1.39615, 1.31076], [1.57617, 1.03628, -3.43707], [-0.14183, 1.32957, -3.69731], [0.69786, 0.06010, -4.60856], [-0.03951, -2.99138, 3.86439], [-0.95810, -2.03102, 3.14721], [-0.56725, -0.63296, 3.30589], [0.57162, 0.39218, 2.77048], [1.57923, 0.57008, 4.02344], [1.39853, 0.12735, 5.43939], [-0.00991, 0.28156, 5.94171], [-0.36543, 1.74068, 2.78969], [0.06906, 3.07108, 3.19974], [-1.05576, 3.99158, 2.80644], [0.81850, -3.25708, 3.23917], [-0.60024, -3.91238, 4.04792], [0.31006, -2.60087, 4.82814], [-1.03311, -2.24238, 2.07157], [-1.96718, -2.05615, 3.56887], [1.75942, -0.90790, 5.47944], [2.07983, 0.77738, 5.99947], [-0.68100, -0.47771, 5.52307], [-0.03032, 0.14591, 7.03043], [-0.39685, 1.28388, 5.71267], [0.17010, 3.04121, 4.29149], [1.01828, 3.34640, 2.72863], [-1.89064, 3.83481, 3.49898], [-0.75569, 5.03834, 2.90457], [-1.40512, 3.81459, 1.78161]],
  "mulliken_charge": [-0.280, -0.574, -0.443, -0.803, 0.602, 0.883, -0.513, 0.577, 0.553, 0.642, -1.151, 0.479, 0.394, -0.150, 0.363, -0.090, 0.352, 0.349, 0.378, -1.058, -0.068, -0.300, 0.137, -0.434, -0.238, -0.729, 0.055, -0.119, -1.105, 0.299, 0.433, 0.212, 0.133, 0.341, 0.322, 0.313, 0.132, 0.417, 0.180, 0.247, 0.362, 0.309, 0.411, 0.179]
}

---

# 4
{
  "formula": "C14H22ClNO2",
  "method": "ωB97M-V/def2-TZVPD",
  "gap_ev": 9.084,
  "total_energy_ha": -1211.66392,
  "e_above_lowest_kj_mol": 1094.8,
  "max_force_ev_per_a": 18.53,
  "elements": ["C", "C", "C", "C", "C", "C", "C", "H", "O", "C", "C", "O", "H", "C", "N", "H", "C", "C", "H", "H", "H", "C", "H", "H", "H", "C", "H", "H", "H", "H", "H", "H", "H", "H", "Cl", "H", "H", "H", "H", "H"],
  "positions_angstrom": [[4.80618, 1.68092, 1.40820], [3.94812, 0.68361, 0.73132], [4.29208, -0.55874, 0.61461], [3.30858, -1.59168, 0.05470], [2.05628, -1.30428, -0.54364], [1.61161, 0.13591, -0.26836], [2.47176, 0.99007, 0.42118], [2.28185, 2.18296, 0.20522], [0.39572, 0.56722, -0.91910], [-0.02486, 1.79292, -0.62351], [-1.55708, 2.11616, -1.17042], [-2.30835, 3.03791, -0.64234], [-2.53596, 2.36097, 0.15717], [-2.22584, 0.67327, -0.99497], [-2.37500, 0.28517, 0.26077], [-1.52599, -0.03628, 0.84863], [-3.32470, -0.85217, 0.85467], [-4.79914, -0.14667, 0.71933], [-4.71126, 0.97847, 1.07328], [-5.04447, 0.09195, -0.29206], [-5.54775, -0.76136, 0.98779], [-3.36970, -1.91302, 0.17721], [-2.23895, -2.27663, 0.12154], [-3.98163, -2.70300, 0.62191], [-3.52277, -1.69468, -1.26416], [-3.02163, -0.93786, 2.27896], [-2.12329, -1.61563, 2.42812], [-3.83041, -1.45998, 2.66005], [-3.20165, -0.06330, 2.95780], [-1.68946, -0.23288, -1.52939], [-3.23362, 0.82964, -1.50401], [-1.48166, 2.15926, -2.37571], [0.59636, 2.63387, -1.08086], [-0.12874, 1.93489, 0.43861], [0.87665, -2.31602, -1.07111], [3.55055, -2.40230, 0.05204], [5.11482, -0.98358, 0.83934], [5.29616, 1.26071, 2.42330], [4.22023, 2.61646, 1.68508], [5.36924, 2.10938, 0.66627]],
  "mulliken_charge": [-1.351, 0.607, -0.774, -1.088, -0.087, 0.447, -0.259, 0.095, -0.233, -0.805, -0.315, -0.574, 0.440, -0.692, 0.093, 0.136, 1.189, -1.670, 0.279, 0.418, 0.569, -1.284, 0.171, 0.429, 0.240, -1.727, 0.386, 0.573, 0.275, 0.397, 0.311, 0.322, 0.403, 0.507, -0.155, 1.053, 0.659, 0.282, 0.342, 0.393]
}